# C42H42N5O3S2V

C42H42N5O3S2V as an isolated structure at a distorted geometry (wB97M-V/def2-TZVPD, the OMol25 dataset).

Last column: Mulliken spin population.
Positions of all 95 atoms, in Å:
V  -0.75  -2.12  1.05  1.1044
C  -3.84  -0.73  3.36  -0.0025
O  -4.89  -1.43  2.69  -0.0008
C  -4.65  -2.65  2.20  -0.0043
C  -5.72  -3.54  2.16  0.0075
C  -5.59  -4.82  1.63  -0.0044
C  -4.36  -5.25  1.16  0.0066
C  -3.28  -4.37  1.18  0.0088
C  -1.96  -4.85  0.79  0.0357
N  -0.91  -4.11  0.78  -0.0225
N  0.32  -4.77  0.56  -0.0001
C  1.26  -3.95  0.83  -0.0047
O  0.94  -2.67  1.25  -0.0083
C  2.68  -4.28  0.72  -0.0030
C  3.08  -5.46  0.09  -0.0008
C  4.43  -5.75  -0.01  0.0003
C  5.38  -4.87  0.51  -0.0009
C  4.97  -3.69  1.13  0.0004
C  3.62  -3.40  1.23  -0.0010
C  -3.45  -3.08  1.66  -0.0004
O  -2.36  -2.24  1.55  -0.0506
H  -4.30  0.15  3.80  0.0000
H  -3.06  -0.41  2.67  0.0003
H  -3.42  -1.35  4.15  -0.0002
H  -6.66  -3.20  2.56  0.0004
H  -6.44  -5.48  1.62  0.0000
H  -4.22  -6.26  0.79  0.0000
H  -1.81  -5.90  0.56  -0.0036
H  2.34  -6.14  -0.31  -0.0001
H  4.76  -6.66  -0.50  0.0000
H  6.43  -5.10  0.43  0.0000
H  5.71  -3.01  1.53  0.0000
H  3.29  -2.48  1.71  0.0009
S  0.04  0.16  2.12  0.0056
C  -0.32  1.60  1.31  0.0005
N  0.39  2.67  1.60  0.0008
C  0.55  3.74  0.59  0.0000
C  -0.74  4.05  -0.08  0.0001
N  -1.43  2.84  -0.51  -0.0020
C  -2.36  3.05  -1.63  0.0032
C  -1.63  3.18  -2.94  -0.0010
C  -1.16  2.03  -3.56  -0.0002
C  -0.44  2.11  -4.74  -0.0004
C  -0.20  3.35  -5.32  0.0002
C  -0.67  4.50  -4.72  0.0000
C  -1.39  4.42  -3.53  0.0001
C  -1.42  1.72  0.21  -0.0014
S  -2.45  0.48  0.01  0.0159
C  1.43  2.64  2.66  -0.0008
C  1.79  4.03  3.13  -0.0002
C  0.84  4.82  3.77  -0.0002
C  1.16  6.09  4.22  0.0000
C  2.45  6.57  4.05  0.0000
C  3.41  5.79  3.43  0.0000
C  3.08  4.51  2.97  0.0000
H  1.31  3.42  -0.13  0.0002
H  0.91  4.63  1.09  -0.0002
H  -0.54  4.66  -0.95  0.0000
H  -1.40  4.62  0.59  -0.0001
H  -2.95  3.95  -1.41  0.0002
H  -3.04  2.21  -1.66  -0.0005
H  -1.36  1.05  -3.11  0.0006
H  -0.07  1.20  -5.21  0.0000
H  0.36  3.41  -6.25  0.0000
H  -0.50  5.47  -5.18  0.0000
H  -1.78  5.32  -3.07  0.0001
H  2.30  2.10  2.28  0.0001
H  1.03  2.06  3.48  0.0008
H  -0.17  4.43  3.91  0.0000
H  0.41  6.69  4.71  0.0000
H  2.71  7.56  4.40  0.0000
H  4.42  6.16  3.30  0.0000
H  3.83  3.90  2.48  0.0000
C  1.72  0.87  -1.38  -0.0077
N  2.14  -0.28  -2.15  0.0005
C  3.59  -0.33  -2.27  0.0001
C  1.63  -1.52  -1.55  0.0246
C  0.18  -1.79  -1.91  -0.0687
C  -0.08  -1.79  -3.29  -0.0209
C  -1.34  -2.02  -3.81  0.0242
C  -2.39  -2.27  -2.93  -0.0140
C  -2.15  -2.29  -1.57  0.0437
C  -0.87  -2.05  -1.03  -0.0651
H  1.98  1.79  -1.91  0.0001
H  2.19  0.89  -0.38  0.0009
H  0.64  0.84  -1.25  0.0072
H  3.96  0.59  -2.72  0.0000
H  3.88  -1.16  -2.92  0.0001
H  4.09  -0.47  -1.30  -0.0001
H  1.78  -1.51  -0.47  -0.0080
H  2.24  -2.34  -1.94  0.0026
H  0.75  -1.58  -3.96  -0.0004
H  -1.50  -2.00  -4.88  0.0005
H  -3.39  -2.45  -3.30  -0.0005
H  -2.99  -2.49  -0.92  0.0028

Energy relative to the best compared isomer or geometry (same formula, charge and spin) ... 0.301 eV
Kohn-Sham gap (spin up / spin down) ... 7.060 / 7.173 eV
LUMO (spin up / spin down) ... -0.1322 / -0.1278 hartree
Total charge ... +1
2S+1 ... 2